{"formula": "CH9N3PS", "method": "ωB97M-V with the def2-TZVPD basis set", "e_above_lowest_ev": 2.693, "molar_mass_da": 126.14, "homo_ev": -12.09, "smiles": "NP(N)SC[NH3+]", "max_force_ha_per_bohr": 0.1133, "homo_lumo_gap_ha": 0.3159, "spin_multiplicity": 1, "total_charge": 1, "total_energy_ha": -947.0574, "species": ["C", "N", "N", "N", "P", "S", "H", "H", "H", "H", "H", "H", "H", "H", "H"], "coordinates": [[1.28463, 0.22077, 0.63056], [1.74957, 1.51228, 1.27986], [-0.46169, -1.15876, -2.49686], [-2.51925, -0.43083, -1.36181], [-1.16800, -1.25603, -0.95758], [-0.54889, 0.46972, 0.41757], [1.58495, -0.56102, 1.25769], [2.14926, 2.21369, 0.61201], [1.61207, 0.17157, -0.34014], [0.76315, 1.87309, 1.44608], [2.29007, 1.39573, 2.05093], [-0.75962, -0.68836, -3.30087], [0.30877, -1.75429, -2.61370], [-3.13647, -0.22527, -0.53958], [-3.08936, -0.79737, -2.14168]], "forces_ev_per_a": [[-2.0, 1.1, 0.6], [-3.7, 1.5, -4.2], [-0.4, -0.5, 2.8], [-3.1, 0.7, 0.6], [1.7, -0.7, -1.4], [0.8, 0.2, 0.4], [0.3, -1.3, 0.7], [-0.1, -0.9, 0.6], [1.5, -0.3, -2.0], [1.3, 0.4, 0.8], [2.0, -0.3, 3.1], [-0.5, 1.1, -1.0], [1.0, -0.9, -0.5], [0.6, -0.2, -1.2], [0.6, 0.2, 0.7]]}


{"formula": "C4H14NO", "method": "ωB97M-V with the def2-TZVPD basis set", "e_above_lowest_ev": 1.171, "molar_mass_da": 92.16, "homo_ev": -15.47, "max_force_ha_per_bohr": 0.0731, "homo_lumo_gap_ha": 0.4501, "spin_multiplicity": 1, "total_charge": 1, "total_energy_ha": -290.5322, "species": ["C", "C", "C", "C", "N", "H", "H", "H", "H", "H", "H", "H", "H", "H", "H", "H", "H", "H", "H", "O"], "coordinates": [[-1.65955, -0.70863, 0.54490], [-0.23785, -0.61482, -0.04708], [-0.09659, -0.64363, -1.65506], [0.78028, -1.87727, -1.95954], [0.57714, 0.59032, 0.31515], [-1.87203, 0.20883, 1.10628], [-1.62893, -1.45973, 1.34094], [-2.56395, -0.84120, -0.06427], [0.29494, -1.39218, 0.47466], [-1.08577, -0.94130, -2.03918], [0.23583, 0.35319, -1.93939], [1.82872, -1.61056, -1.79303], [0.54892, -2.72552, -1.33407], [0.74973, -2.03780, -3.03403], [0.10738, 1.46623, 0.04492], [0.93129, 0.83730, 1.24766], [1.41106, 0.55487, -0.27678], [0.17214, 2.69669, 3.14590], [0.30586, 3.46522, 1.88198], [0.43110, 2.57415, 2.23103]], "forces_ev_per_a": [[0.1, 1.1, 1.3], [-0.7, -0.3, -1.2], [-1.2, -2.4, 2.7], [1.2, 2.0, -0.9], [0.4, 1.8, -0.3], [0.0, 0.1, -0.1], [-0.3, -0.1, -0.4], [0.9, -0.2, -0.4], [0.5, -0.6, -0.6], [0.2, 1.0, 0.0], [0.0, -0.3, -0.8], [0.1, -0.2, 0.3], [-0.4, -0.3, -0.2], [-0.2, -0.7, 0.0], [-0.1, -0.3, 0.0], [-0.6, -0.6, 0.4], [0.0, -0.1, 0.1], [0.0, -0.3, 0.4], [0.2, 0.0, -0.2], [-0.1, 0.3, -0.2]]}